(1)
ORCA calculation (ωB97M-V/def2-TZVPD) on a 5-piece molecular cluster, C26H53FN3O6 overall in a non-equilibrium geometry.

- HOMO energy (hartree) = -0.147
- LUMO energy (eV) = 2.23
- frontier orbital gap (eV) = 6.226
- calculated total energy (eV) = -47287.8551
- total charge = -1

XYZ file:
```
89
Properties=species:S:1:pos:R:3:forces:R:3:lowdin_charge:R:1
N 2.4516 -1.2544 3.3380 -1.6203 -0.0972 -0.4225 -0.0588
C 1.8470 -0.2304 2.4030 0.7923 1.4308 -0.3448 -0.3055
C 2.0089 -0.5620 0.8061 -0.7944 0.2983 -0.3423 -0.1972
C 1.9431 -2.1513 0.4122 0.6451 -0.4250 -1.5581 -0.1958
C 0.6182 -2.5368 -0.5285 0.7943 0.6922 0.4929 -0.1144
C -0.7650 -2.7196 0.3937 -0.2051 0.1587 -2.1759 -0.3294
C -1.8423 -1.6200 -0.2609 0.1565 -1.0153 0.0561 -0.1407
C -3.2565 -1.5266 0.5661 -0.2228 0.1242 0.0549 -0.1664
C -4.4094 -0.6316 -0.2338 1.1931 -0.1786 0.6399 -0.1306
F -4.3412 -0.8466 -1.7123 -0.1946 0.4362 2.8022 -0.1561
N -0.4843 -2.4330 1.8522 -1.4328 -0.5653 -0.3050 -0.0157
C -1.2390 -3.3478 2.7909 -0.5373 0.0814 1.0545 -0.2722
N -1.0009 -2.8094 4.2173 -1.2050 0.1486 -0.5531 -0.0607
C -1.3127 -4.2353 0.0772 -1.1897 -6.8652 -0.9210 -0.4059
O -2.5274 -4.4917 -0.4772 5.3448 2.5591 2.5492 -0.1631
O -0.4658 -5.4193 0.3443 -3.3427 6.7202 -0.7749 -0.2813
H 1.6385 -1.8657 3.6346 1.6176 0.4580 -0.6366 0.0523
H 3.2022 -1.8261 2.8814 -1.3611 0.7381 0.3950 0.0624
H 2.4479 0.7835 2.5933 -1.3071 -1.9001 -0.4712 0.0930
H 0.7217 0.0336 2.7010 2.4603 -0.9451 -0.5795 0.1024
H 2.9922 -0.0428 0.3769 -1.9831 -1.3183 1.0582 0.0992
H 1.1047 -0.0273 0.2397 1.8611 -1.0265 1.1467 0.0934
H 2.0580 -2.8951 1.3082 -0.4810 1.6367 -1.6552 0.1018
H 2.8787 -2.3553 -0.3005 -1.9146 0.4275 1.5033 0.1081
H 0.4968 -1.6219 -1.2826 0.1522 -1.9749 1.6021 0.0919
H 0.8590 -3.4869 -1.1734 -0.6374 1.7535 1.4999 0.1240
H -1.2705 -0.5846 -0.2771 -1.3198 -1.8408 0.0522 0.1157
H -2.0189 -1.9931 -1.3658 0.1577 0.8863 2.4511 0.1020
H -3.7049 -2.5883 0.8693 1.2817 2.2391 -1.0608 0.1137
H -3.0083 -0.9519 1.5803 -0.7855 -1.0350 -2.0159 0.1077
H -4.1673 0.4944 0.0097 -0.8029 -2.2895 -1.0079 0.1098
H -5.4883 -0.9341 0.1202 2.1674 0.6252 -0.8868 0.1122
H -0.8169 -1.4403 1.9977 0.3510 -1.5435 0.0269 0.0876
H -0.8344 -4.4603 2.8185 -0.8268 2.5016 -0.7240 0.1407
H -2.3961 -3.3092 2.5776 2.0987 -0.4515 0.1499 0.1111
H -1.2855 -1.7862 4.2405 0.1839 -1.7456 0.0812 0.0565
H -1.6424 -3.3512 4.8709 1.0233 1.1450 -1.1460 0.0667
C -7.1432 3.4183 1.9947 -0.0618 0.6562 0.0623 -0.1868
C -7.9068 2.2654 1.3959 -0.4411 -0.4127 0.1856 -0.1820
C -6.9256 1.7317 0.3750 0.1857 -0.1262 -0.4309 -0.2050
O -5.6109 1.9964 0.8834 -0.4233 0.3508 0.2888 -0.1667
C -5.7251 2.8906 1.9990 0.3911 -0.2227 0.1099 -0.2007
H -7.4931 3.7083 2.9886 0.0693 -0.0166 -0.0943 0.1132
H -7.2147 4.2925 1.3367 0.0137 -0.0556 0.1043 0.1155
H -8.0959 1.5068 2.1645 -0.0230 0.0611 -0.1030 0.1181
H -8.8652 2.5534 0.9566 0.1110 -0.0581 0.0211 0.1143
H -7.0250 2.2536 -0.5826 -0.0826 -0.0690 -0.0267 0.1228
H -7.0439 0.6582 0.2013 0.1236 0.1532 -0.0196 0.1046
H -5.5183 2.3171 2.9092 0.0132 0.0921 0.0582 0.1196
H -4.9806 3.6867 1.9114 0.0105 -0.1419 -0.0580 0.1181
C -1.3695 -1.5681 -5.0591 -0.4191 0.4676 0.0247 -0.1772
C -0.4220 -2.1783 -6.0594 -0.0105 -0.4570 -0.4674 -0.1901
C 0.9216 -1.9548 -5.4004 0.3470 0.1143 0.3366 -0.2122
O 0.6992 -1.9782 -3.9836 -0.0948 0.0827 -0.5365 -0.1419
C -0.7138 -1.9253 -3.7432 -0.0350 -0.2751 0.4068 -0.2150
H -2.3938 -1.9407 -5.1400 0.1216 0.0490 0.0761 0.1180
H -1.3894 -0.4788 -5.1833 -0.0497 -0.0829 0.0176 0.1147
H -0.6197 -3.2529 -6.1497 0.0393 0.1099 -0.0227 0.1167
H -0.4878 -1.7336 -7.0557 0.0431 -0.0410 0.0655 0.1085
H 1.3322 -0.9727 -5.6579 0.0495 0.0183 -0.1322 0.1119
H 1.6538 -2.7210 -5.6708 0.0001 0.0634 0.1261 0.1149
H -1.0311 -2.9154 -3.3980 -0.0999 0.0851 0.0894 0.1304
H -0.9270 -1.1965 -2.9563 0.1306 -0.1122 -0.1364 0.0965
C 7.2818 1.2297 -0.9995 -0.0047 0.6465 -0.2080 -0.1860
C 7.6723 0.4738 0.2442 0.5227 -0.3008 0.2337 -0.1873
C 6.3428 -0.0792 0.7093 -0.4696 -0.0702 0.2103 -0.2059
O 5.5452 -0.2877 -0.4644 0.4245 0.2321 -0.0204 -0.1502
C 6.1907 0.3527 -1.5737 -0.2917 -0.3364 -0.1840 -0.2028
H 8.1098 1.3900 -1.6946 -0.0950 -0.0226 0.0368 0.1113
H 6.8693 2.2080 -0.7252 0.0376 -0.0929 -0.0720 0.1158
H 8.3477 -0.3488 -0.0187 -0.0369 0.0734 0.0698 0.1144
H 8.1645 1.0926 0.9987 -0.0680 -0.0793 -0.0493 0.1125
H 5.8160 0.6372 1.3485 0.0477 -0.0203 0.0841 0.1180
H 6.4485 -1.0215 1.2547 -0.1233 0.0494 -0.0980 0.1194
H 6.6084 -0.4312 -2.2149 0.0193 0.0556 -0.0911 0.1161
H 5.4555 0.9205 -2.1505 -0.0292 -0.1245 0.1032 0.1195
C 1.7800 5.1988 1.3229 -0.0549 0.6499 0.0555 -0.1876
C 1.0164 4.0459 0.7241 -0.4577 -0.4382 0.1863 -0.1796
C 1.9975 3.5122 -0.2967 0.1598 -0.2180 -0.4125 -0.2011
O 3.3123 3.7769 0.2116 -0.2444 0.2424 0.1932 -0.1436
C 3.1980 4.6711 1.3273 0.3849 -0.2845 0.0882 -0.2120
H 1.4300 5.4888 2.3169 0.0687 -0.0240 -0.0901 0.1132
H 1.7085 6.0730 0.6650 0.0157 -0.0413 0.0988 0.1137
H 0.8272 3.2873 1.4928 -0.0134 0.0449 -0.1196 0.1149
H 0.0579 4.3339 0.2848 0.1118 -0.0611 0.0208 0.1153
H 1.8981 4.0341 -1.2543 -0.0902 -0.0251 -0.0395 0.1159
H 1.8793 2.4387 -0.4705 0.1358 0.0994 0.0231 0.1086
H 3.4049 4.0976 2.2374 0.0022 0.0864 0.0616 0.1161
H 3.9425 5.4672 1.2396 0.0227 -0.1171 -0.0610 0.1133
```
Positions in Å, forces in eV/Å.

(2)
ORCA calculation (ωB97M-V/def2-TZVPD) on a 3-piece molecular cluster, C26H53N3O5 overall in a non-equilibrium geometry.

- HOMO energy (spin up / spin down) (hartree) = -0.296 / -0.329
- energy relative to the best compared isomer or geometry (same formula, charge and spin) (kJ/mol) = 38.44
- LUMO energy (spin up / spin down) (eV) = 0.69 / 0.46
- frontier orbital gap (spin up / spin down) (eV) = 8.745 / 9.423
- spin multiplicity = 3
- calculated total energy (eV) = -42525.7947

XYZ file:
```
87
Properties=species:S:1:pos:R:3:forces:R:3:lowdin_charge:R:1
C -8.8515 -1.0809 -2.7894 0.1116 0.0194 0.0569 -0.0713
C -8.3013 -1.7337 -4.0497 0.0254 0.0676 -0.1005 -0.2683
O -8.2074 -3.1342 -3.8499 0.0047 -0.0219 0.1254 -0.1541
C -7.1283 -3.7922 -4.4600 -0.0336 0.0063 -0.1648 -0.1967
C -6.4908 -4.7941 -3.5114 -0.0642 -0.0541 0.1903 -0.1106
O -5.2631 -4.3375 -2.9170 0.0825 0.3087 -0.5182 -0.0123
C -5.2857 -3.1537 -2.2572 0.0850 0.1819 -0.0416 -0.5489
O -6.2720 -2.7083 -1.7301 -0.0317 -0.0486 0.2682 0.1302
N -4.0478 -2.5266 -2.2519 0.0833 -1.0151 0.1389 -0.0895
C -3.5314 -2.2583 -0.8990 -0.0825 0.5182 -0.0744 -0.0347
C -3.0360 -3.0180 -3.1925 0.1665 0.2105 0.0287 -0.2158
C -2.3205 -4.3262 -2.8200 -0.1303 -0.0918 -0.1262 -0.0729
H -9.5710 -0.2976 -3.0265 -0.0271 -0.0120 0.0133 0.0670
H -8.0520 -0.6515 -2.1888 0.0153 -0.0405 0.0174 0.0649
H -9.3293 -1.8437 -2.1765 -0.1334 0.0293 -0.0629 0.0806
H -8.9505 -1.5286 -4.9099 -0.0010 -0.0575 -0.0014 0.1129
H -7.3097 -1.3344 -4.2904 -0.0261 0.0186 0.0286 0.1115
H -6.3634 -3.0800 -4.7971 -0.0180 -0.0257 0.0145 0.1275
H -7.4841 -4.3289 -5.3489 0.0195 0.0116 -0.0088 0.1255
H -7.2105 -5.0700 -2.7403 -0.0007 0.0556 0.0393 0.1347
H -6.1885 -5.6854 -4.0563 0.0145 -0.0406 0.0213 0.1247
H -3.8444 -1.2744 -0.5516 -0.0718 -0.0218 0.0348 0.0882
H -2.4447 -2.2715 -0.9284 0.0176 -0.0083 0.0249 0.0646
H -3.8644 -3.0052 -0.1761 -0.0061 -0.0023 -0.0289 0.0980
H -2.3038 -2.2117 -3.2709 -0.0054 0.0005 0.0227 0.1134
H -3.5037 -3.0947 -4.1723 -0.0079 -0.0421 0.0111 0.1103
H -2.5759 -4.6420 -1.8090 0.0891 0.0611 0.0485 0.0757
H -2.6142 -5.1378 -3.4842 -0.0502 -0.0028 0.0056 0.0664
H -1.2389 -4.2171 -2.8903 0.0193 0.0059 0.0817 0.0626
C 2.6803 -3.7512 1.4067 -0.0886 -0.0253 0.0832 -0.0151
C 1.8636 -2.7206 0.5957 0.1480 -0.3157 0.0498 -0.4663
C 2.6251 -1.3985 0.3832 -0.0077 0.1291 -0.0363 -0.1295
C 2.6309 -0.4374 1.5684 0.0254 -0.0088 0.0076 -0.1644
C 1.2177 -0.2245 2.0991 0.0587 0.1253 -0.0789 -0.1369
C 0.5277 -1.5372 2.4735 -0.0357 -0.1858 0.2817 -0.4893
N 0.5468 -2.4284 1.2596 0.2712 0.6185 -0.2028 -0.0983
O -0.3895 -2.1568 0.4345 -0.2748 -0.2228 -0.0530 -0.0418
C 1.2186 -2.1654 3.6868 0.0096 -0.0648 -0.0208 -0.0400
C -0.9283 -1.2953 2.8554 -0.0307 0.0802 -0.0505 -0.0387
C 1.5829 -3.3402 -0.7709 -0.0009 0.0373 -0.0455 -0.0533
H 2.2937 -3.9111 2.4059 -0.0046 0.0020 0.0002 0.0539
H 2.6517 -4.7213 0.9104 0.0307 0.0163 -0.0257 0.0792
H 3.7250 -3.4504 1.4932 0.0020 0.0128 0.0000 0.0886
H 2.1756 -0.8833 -0.4713 -0.0832 -0.0219 0.0308 0.1213
H 3.6484 -1.6466 0.0919 -0.0047 0.0156 -0.0381 0.1215
H 3.2952 -0.7953 2.3599 -0.0421 -0.0530 0.0128 0.1097
H 3.0422 0.5203 1.2433 0.0536 -0.0091 0.0324 0.0933
H 1.2252 0.4258 2.9781 0.0208 0.0026 -0.0021 0.1250
H 0.6181 0.2806 1.3347 -0.0374 -0.0625 -0.0113 0.1234
H 0.7822 -3.1371 3.9234 -0.0003 0.0036 0.0033 0.0928
H 1.0615 -1.5070 4.5421 -0.0264 -0.0053 -0.0014 0.0899
H 2.2915 -2.2854 3.5680 0.0072 0.0274 -0.0002 0.0644
H -1.4635 -0.7531 2.0808 0.0032 -0.0166 -0.0209 0.0775
H -0.9545 -0.7084 3.7750 0.0077 -0.0152 -0.0018 0.0876
H -1.4445 -2.2397 3.0318 0.0069 -0.0045 -0.0014 0.0921
H 0.9398 -4.2154 -0.6751 0.0116 -0.0083 0.0166 0.0890
H 2.5373 -3.6541 -1.1993 -0.0092 0.0007 0.0053 0.0926
H 1.1081 -2.6372 -1.4503 -0.0268 0.0055 0.0134 0.0746
C 3.2332 5.8082 -0.4355 0.1194 -0.0227 -0.0238 -0.0148
C 3.0804 4.6991 0.6290 -0.0472 0.1426 -0.3205 -0.4659
C 2.4830 5.2237 1.9486 -0.0173 -0.0207 0.1163 -0.1340
C 3.4555 5.9536 2.8711 0.0143 0.0130 -0.0627 -0.1720
C 4.7215 5.1310 3.0859 -0.0904 -0.0070 0.0993 -0.1361
C 5.4055 4.7592 1.7687 0.2403 0.1366 -0.1961 -0.4921
N 4.3987 4.0348 0.9152 -0.3628 0.1164 0.6077 -0.1016
O 4.2850 2.8008 1.2236 0.1485 -0.2666 -0.1922 -0.0356
C 5.9661 6.0149 1.0955 -0.0235 -0.0054 -0.0617 -0.0401
C 6.5767 3.8156 2.0160 -0.0180 -0.0500 0.0838 -0.0407
C 2.1286 3.6508 0.0574 -0.0345 -0.0258 0.0418 -0.0471
H 4.2647 6.0804 -0.6230 0.0020 -0.0035 0.0009 0.0543
H 2.8307 5.4654 -1.3887 -0.0383 0.0106 0.0167 0.0800
H 2.6922 6.7112 -0.1503 -0.0020 0.0018 0.0119 0.0888
H 2.0687 4.3704 2.4940 0.0720 -0.0479 -0.0217 0.1202
H 1.6402 5.8712 1.6960 -0.0312 -0.0275 0.0243 0.1206
H 3.6968 6.9450 2.4788 0.0298 -0.0239 -0.0438 0.1063
H 2.9664 6.1196 3.8328 -0.0053 0.0483 -0.0057 0.1131
H 5.4396 5.6726 3.7069 -0.0173 0.0131 0.0065 0.1244
H 4.4672 4.2100 3.6195 0.0117 -0.0334 -0.0560 0.1259
H 6.3964 5.7747 0.1222 0.0026 0.0021 0.0032 0.0934
H 6.7617 6.4102 1.7283 0.0145 -0.0223 -0.0049 0.0901
H 5.2360 6.8086 0.9656 -0.0038 0.0057 0.0255 0.0642
H 6.2762 2.9415 2.5867 -0.0195 -0.0110 -0.0179 0.0788
H 7.3452 4.3521 2.5748 -0.0069 0.0049 -0.0149 0.0879
H 7.0059 3.4774 1.0723 -0.0054 0.0050 -0.0045 0.0922
H 2.5675 3.1635 -0.8133 0.0059 0.0187 -0.0092 0.0937
H 1.2141 4.1606 -0.2533 0.0100 -0.0042 0.0003 0.0944
H 1.8723 2.8862 0.7864 0.0245 -0.0142 0.0061 0.0658
```
Positions in Å, forces in eV/Å.

Question: Look up the calculated total energy of the second one.
Answer: -42525.7947 eV